# 1
{
  "formula": "C5H9NO",
  "method": "ωB97M-V/def2-TZVPD",
  "smiles": "CC[C@@H](O)C=C=N",
  "max_force_ha_per_bohr": 0.0126,
  "lumo_ev": 0.87,
  "homo_ev": -9.09,
  "symbols": ["C", "C", "C", "O", "C", "C", "N", "H", "H", "H", "H", "H", "H", "H", "H", "H"],
  "coordinates": [[2.13808, -0.06063, 0.02341], [0.67776, 0.21208, 0.37850], [-0.27300, -0.24709, -0.73155], [-0.20612, -1.65295, -0.92857], [-1.72054, 0.06953, -0.48165], [-2.12996, 0.82035, 0.50232], [-2.52088, 1.45410, 1.48297], [2.40944, 0.41942, -0.92516], [2.81445, 0.32309, 0.79303], [2.33375, -1.13566, -0.06891], [0.53612, 1.28571, 0.55490], [0.41832, -0.30653, 1.31086], [0.00966, 0.27182, -1.66179], [0.65833, -1.84828, -1.31025], [-2.67359, 0.74552, 2.20336], [-2.47181, -0.35048, -1.14147]],
  "atomic_forces_ev_per_a": [[0.1, 0.0, 0.0], [-0.1, 0.0, 0.0], [0.0, 0.4, 0.0], [0.2, -0.1, -0.2], [-0.1, 0.2, 0.0], [-0.1, -0.2, 0.4], [0.2, -0.4, -0.5], [0.0, -0.1, 0.1], [-0.1, -0.1, -0.1], [0.0, 0.2, 0.0], [0.0, -0.1, -0.1], [0.0, 0.1, -0.2], [0.1, -0.1, 0.0], [-0.1, -0.1, 0.1], [-0.2, 0.4, 0.5], [0.1, 0.1, -0.1]]
}

=====

# 2
{
  "formula": "C3H7NOS",
  "method": "ωB97M-V/def2-TZVPD",
  "smiles": "N[C@@H](C[O-])C[S-]",
  "charge": -2,
  "max_force_ha_per_bohr": 0.1009,
  "lumo_ev": 6.33,
  "homo_ev": 1.49,
  "symbols": ["C", "O", "C", "C", "S", "N", "H", "H", "H", "H", "H", "H", "H"],
  "coordinates": [[0.77150, -1.35064, -0.60395], [1.75967, -1.51582, -1.52286], [-0.16083, 0.01008, -0.87930], [-1.27290, 0.07392, 0.18542], [-0.91193, 0.80956, 1.81123], [0.70815, 1.18279, -0.83639], [0.11611, -2.20857, -0.51057], [1.28115, -1.21793, 0.31683], [-0.48557, -0.15731, -1.84071], [-1.70083, -0.95924, 0.29407], [-2.00463, 0.77085, -0.35958], [0.77403, 1.34856, 0.18624], [1.54960, 0.91762, -1.24134]],
  "atomic_forces_ev_per_a": [[0.3, 2.0, -1.6], [0.1, -0.1, -1.1], [2.9, -2.3, 3.6], [-1.2, 0.9, -1.7], [0.1, -0.1, 0.3], [-2.7, 0.9, 1.3], [-1.0, -0.7, 0.0], [-0.1, 0.4, 2.0], [-1.3, -0.2, -2.3], [0.2, 0.9, -0.2], [0.1, -1.0, 1.0], [0.5, 0.2, -0.7], [2.1, -0.8, -0.6]]
}

=====

# 3
{
  "formula": "C4H7NO",
  "method": "ωB97M-V/def2-TZVPD",
  "smiles": "CC(=O)[C@H]1CN1",
  "max_force_ha_per_bohr": 0.0475,
  "lumo_ev": 0.99,
  "homo_ev": -9.54,
  "symbols": ["C", "C", "O", "C", "C", "N", "H", "H", "H", "H", "H", "H", "H"],
  "coordinates": [[-1.79568, -0.77805, 0.15961], [-0.29691, -0.69781, 0.10901], [0.42870, -1.58909, 0.50363], [0.29713, 0.55585, -0.48636], [1.15824, 1.34073, 0.43737], [1.67358, 0.38756, -0.82017], [-2.17055, -1.09975, -0.81940], [-2.23372, 0.20156, 0.37383], [-2.10193, -1.50893, 0.90864], [-0.32541, 1.07351, -1.21242], [1.32471, 0.80826, 1.38256], [2.01328, 1.65533, -0.26349], [2.05450, -0.43754, -0.37405]],
  "atomic_forces_ev_per_a": [[-0.1, 0.0, 0.1], [0.1, -0.2, 0.2], [-0.4, 0.4, -0.1], [-0.1, -0.3, -0.4], [0.9, -0.7, -0.4], [-0.1, -0.9, -0.4], [0.1, 0.1, 0.1], [0.1, -0.1, 0.0], [0.0, 0.1, -0.1], [0.0, -0.1, 0.0], [0.3, 0.3, -0.3], [-0.4, 2.0, 1.3], [-0.3, -0.5, -0.1]]
}

=====

# 4
{
  "formula": "C21H17Cl3N4OS",
  "method": "ωB97M-V/def2-TZVPD",
  "smiles": "O=C(/C=C/c1ccccc1)N[C@H](NC(=S)Nc1cccc2cccnc12)C(Cl)(Cl)Cl",
  "max_force_ha_per_bohr": 0.0154,
  "lumo_ev": -0.45,
  "homo_ev": -8.00,
  "symbols": ["O", "C", "N", "H", "C", "N", "C", "N", "C", "C", "C", "C", "C", "C", "C", "C", "N", "C", "H", "H", "H", "H", "H", "H", "H", "S", "H", "H", "C", "Cl", "Cl", "Cl", "C", "C", "C", "C", "C", "C", "C", "C", "H", "H", "H", "H", "H", "H", "H"],
  "coordinates": [[0.66856, -0.39674, 3.28384], [0.95514, -0.70470, 2.14779], [0.33543, -0.12519, 1.06290], [0.66836, -0.31680, 0.13112], [-0.55633, 0.97892, 1.21918], [-1.68887, 0.88578, 0.36093], [-2.93661, 1.16554, 0.77696], [-3.88936, 1.47943, -0.15852], [-3.84988, 2.10194, -1.40383], [-4.89899, 2.96643, -1.67696], [-5.00653, 3.66105, -2.88174], [-4.06881, 3.49230, -3.86327], [-3.00583, 2.59625, -3.65916], [-2.03701, 2.35426, -4.65828], [-1.03911, 1.44539, -4.44248], [-1.00544, 0.79049, -3.20427], [-1.87230, 1.00793, -2.25292], [-2.87792, 1.88819, -2.42754], [-0.23603, 0.06232, -2.98319], [-0.29068, 1.23355, -5.18891], [-2.10865, 2.89596, -5.59076], [-4.13452, 4.02528, -4.79953], [-5.83525, 4.33658, -3.02443], [-5.65449, 3.12040, -0.92022], [-4.78084, 1.62151, 0.30812], [-3.41570, 1.11656, 2.35535], [-1.56256, 0.84802, -0.67311], [-0.88859, 0.98864, 2.27095], [0.19494, 2.31199, 0.92010], [1.54074, 2.53712, 2.04525], [-0.91894, 3.68414, 1.03138], [0.84474, 2.25884, -0.74135], [1.96774, -1.70848, 1.78901], [2.68067, -2.30183, 2.75413], [3.73148, -3.28868, 2.60737], [4.18231, -3.74393, 1.36570], [5.19104, -4.68333, 1.28467], [5.77145, -5.18976, 2.43748], [5.33599, -4.74852, 3.67639], [4.32780, -3.80826, 3.76032], [3.98947, -3.46538, 4.72731], [5.78424, -5.13900, 4.57760], [6.56043, -5.92354, 2.36872], [5.53001, -5.02476, 0.31743], [3.74268, -3.35777, 0.45916], [2.44849, -2.00720, 3.77127], [2.10754, -1.92095, 0.74004]],
  "atomic_forces_ev_per_a": [[0.0, 0.0, 0.2], [-0.3, 0.2, -0.1], [0.0, -0.1, -0.1], [0.1, -0.1, 0.1], [0.0, 0.1, 0.5], [-0.3, 0.2, -0.4], [0.3, -0.2, 0.3], [-0.4, -0.3, 0.0], [-0.2, 0.5, -0.4], [0.3, -0.3, 0.2], [0.2, 0.0, -0.3], [-0.2, 0.1, 0.1], [0.0, -0.1, 0.3], [0.2, -0.2, 0.1], [-0.2, 0.2, -0.2], [-0.1, -0.1, 0.1], [0.1, -0.3, -0.3], [-0.2, 0.4, -0.5], [0.1, 0.0, 0.0], [0.1, 0.0, -0.1], [0.0, 0.0, -0.1], [0.0, 0.1, -0.1], [-0.1, 0.1, 0.0], [0.0, 0.0, 0.1], [0.3, -0.1, 0.0], [-0.2, 0.0, 0.6], [0.0, -0.1, 0.4], [0.1, 0.1, -0.4], [0.0, 0.1, 0.2], [-0.1, 0.0, 0.0], [0.1, 0.0, 0.1], [0.1, 0.0, -0.2], [0.4, -0.4, 0.4], [-0.6, 0.5, -0.2], [0.4, -0.4, 0.0], [0.0, 0.0, 0.1], [0.0, 0.0, -0.1], [0.0, 0.0, 0.1], [0.1, -0.1, 0.0], [-0.2, 0.1, -0.2], [0.0, 0.0, 0.1], [0.0, 0.0, 0.1], [0.1, -0.1, 0.0], [0.0, 0.0, -0.1], [0.0, 0.0, -0.1], [-0.1, 0.1, 0.0], [0.1, -0.1, -0.1]]
}

=====

# 5
{
  "formula": "CH5OS",
  "method": "ωB97M-V/def2-TZVPD",
  "charge": -1,
  "max_force_ha_per_bohr": 0.0122,
  "lumo_ev": 4.32,
  "homo_ev": -2.90,
  "symbols": ["S", "H", "C", "O", "H", "H", "H", "H"],
  "coordinates": [[-0.43993, 1.53496, 0.57859], [-1.10895, 1.40637, 1.73171], [1.06742, -1.68899, -0.45010], [-0.22276, -1.28335, -0.82538], [1.15438, -2.76611, -0.63211], [1.82926, -1.21851, -1.08870], [1.23177, -1.54742, 0.62350], [-0.39404, -0.41648, -0.36494]],
  "atomic_forces_ev_per_a": [[0.1, 0.1, 0.0], [0.0, -0.1, 0.1], [-0.3, -0.5, -0.3], [-0.1, 0.1, 0.1], [-0.1, -0.1, 0.0], [0.1, 0.2, 0.5], [0.3, 0.3, -0.2], [-0.1, -0.1, -0.1]]
}

=====

# 6
{
  "formula": "C2H7N3O2",
  "method": "ωB97M-V/def2-TZVPD",
  "max_force_ha_per_bohr": 0.0147,
  "lumo_ev": [-0.38, -0.35],
  "homo_ev": [-8.27, -8.30],
  "symbols": ["C", "C", "N", "O", "H", "H", "H", "H", "H", "N", "N", "O", "H", "H"],
  "coordinates": [[1.28593, 0.28491, -0.72032], [-0.72517, 0.41447, -0.23184], [-0.82698, 1.66518, 0.35359], [-1.37593, 0.02636, -1.20042], [-1.65847, 2.15757, 0.07009], [-0.57734, 1.73140, 1.32945], [1.88589, 0.63144, 0.11392], [1.54487, -0.69903, -1.09921], [1.12008, 1.01946, -1.50016], [-0.40212, -1.88451, 0.34124], [-0.18708, -0.59402, 0.71494], [0.26549, -0.35000, 1.84238], [0.36523, -2.48675, 0.61198], [-0.71440, -1.91648, -0.62566]],
  "atomic_forces_ev_per_a": [[-0.6, -0.2, 0.4], [0.4, -0.3, 0.1], [0.1, 0.0, 0.0], [0.1, 0.0, 0.2], [0.0, -0.1, 0.0], [0.0, -0.1, 0.0], [0.0, 0.0, 0.0], [0.0, 0.0, 0.0], [0.0, 0.0, 0.0], [0.1, 0.3, 0.0], [0.1, 0.2, -0.1], [-0.2, -0.1, -0.7], [0.0, 0.1, 0.0], [0.0, 0.1, 0.0]]
}